{"formula": "C13H13HgN2O2", "method": "ωB97M-V with the def2-TZVPD basis set", "symbols": ["Hg", "O", "C", "N", "C", "O", "C", "C", "C", "C", "C", "C", "H", "H", "H", "H", "C", "C", "C", "C", "C", "N", "H", "H", "H", "H", "H", "H", "H", "H", "H"], "positions_angstrom": [[-2.93195, 0.11867, -1.77864], [-4.56656, -0.19141, 0.89800], [-3.39953, -0.14316, 1.24926], [-2.29889, -0.16184, 0.40174], [-1.12143, 0.01021, 1.08287], [0.01645, 0.12305, 0.66126], [-1.46283, -0.00336, 2.55060], [-0.67210, 0.06211, 3.67782], [-1.26785, 0.02184, 4.93374], [-2.68615, -0.07947, 5.01254], [-3.49108, -0.11125, 3.87537], [-2.85885, -0.10319, 2.64092], [0.39647, 0.01054, 3.55113], [-0.64572, 0.02913, 5.85343], [-3.20389, -0.18647, 5.97253], [-4.57068, -0.17626, 3.90190], [2.61674, 1.11918, -2.02494], [2.17637, 0.04092, -3.01812], [2.67452, -1.25448, -2.45867], [2.58573, 0.23430, -4.46837], [0.70958, 0.09992, -2.90970], [-0.46288, 0.25776, -2.79018], [3.68534, 1.11038, -1.84084], [2.06515, 0.96568, -1.06686], [2.29805, 2.09104, -2.41585], [3.74509, -1.25998, -2.52831], [2.33020, -2.16167, -2.98226], [2.34168, -1.34821, -1.42140], [3.64095, 0.15455, -4.61576], [2.26912, 1.23506, -4.83372], [2.08896, -0.50358, -5.10948]], "atomic_forces_ev_per_a": [[0.26, -0.11, 0.62], [0.71, 0.12, 0.14], [-0.08, -0.38, -0.16], [-0.56, 0.42, -1.08], [0.77, -0.23, 0.65], [-0.57, -0.03, -0.37], [-1.41, -0.01, 0.08], [0.27, -0.41, -0.13], [-1.03, -0.21, 0.38], [0.42, 0.00, 0.44], [0.38, -0.17, -0.59], [0.79, 0.49, 0.59], [0.26, 0.33, 0.11], [-0.60, -0.01, -0.77], [0.48, 0.23, -0.22], [0.00, -0.03, 0.27], [-0.78, 0.80, 0.32], [-0.35, 0.13, 0.39], [-0.55, -1.60, 0.20], [-1.12, 0.91, -0.62], [-4.87, 0.62, 0.18], [4.61, -0.75, -0.57], [0.16, -0.04, -0.10], [0.56, 0.08, -0.60], [0.28, 0.05, 0.17], [0.64, 0.02, 0.22], [-0.06, 0.44, -0.03], [0.28, -0.06, -0.04], [0.77, -0.11, 0.13], [0.19, -0.54, 0.22], [0.15, 0.06, 0.16]], "mulliken_spin": [0.816, 0.012, 0.005, 0.119, 0.004, 0.003, 0.012, 0.001, 0.000, 0.000, -0.002, 0.023, 0.000, 0.000, 0.000, 0.000, 0.000, -0.001, 0.000, 0.000, 0.015, -0.009, 0.000, 0.000, 0.000, 0.000, 0.000, 0.000, 0.000, 0.000, 0.000], "lumo_energy_ha": [0.0089, -0.0661], "total_energy_ha": -916.57284, "s_squared": 0.755, "homo_energy_ev": [-8.264, -9.208], "relative_energy_kcal_mol": 0.0, "spin_multiplicity": 2}



{"formula": "C17H21F3N2O4", "method": "ωB97M-V with the def2-TZVPD basis set", "symbols": ["C", "H", "H", "H", "O", "C", "O", "C", "O", "H", "C", "C", "C", "C", "C", "C", "H", "H", "N", "C", "O", "N", "H", "C", "C", "C", "C", "C", "C", "H", "H", "H", "H", "H", "H", "H", "H", "H", "H", "H", "H", "H", "H", "C", "F", "F", "F"], "positions_angstrom": [[-5.24126, 3.31112, -3.33172], [-6.11490, 2.67399, -3.22691], [-5.38953, 4.04624, -4.12404], [-5.02651, 3.83155, -2.39691], [-4.15968, 2.44218, -3.66478], [-3.02146, 3.02118, -3.97997], [-2.82190, 4.20883, -4.01526], [-1.88327, 2.04082, -4.31362], [-0.88169, 2.75827, -4.97213], [-1.06340, 3.70635, -4.84007], [-1.38050, 1.37414, -3.03565], [-0.02613, 1.42608, -2.73409], [0.46966, 0.82912, -1.59291], [-0.39130, 0.15931, -0.72681], [-1.75141, 0.10602, -1.03570], [-2.24411, 0.70785, -2.17528], [-3.29881, 0.64849, -2.39160], [-2.43119, -0.41447, -0.37544], [0.03806, -0.47070, 0.43498], [1.31563, -0.50878, 0.97017], [2.27732, 0.04706, 0.49015], [1.37737, -1.24370, 2.11313], [0.55585, -1.69662, 2.47924], [2.61093, -1.42870, 2.85146], [2.96810, -2.92130, 2.95528], [2.42110, -3.52902, 4.24231], [3.10786, -2.90437, 5.46310], [3.48687, -1.44040, 5.20542], [2.49835, -0.79006, 4.24453], [2.68343, 0.28193, 4.17047], [1.48400, -0.92411, 4.62820], [4.48588, -1.38078, 4.77107], [3.50676, -0.89220, 6.14834], [2.43804, -2.96933, 6.32259], [4.00825, -3.46907, 5.70945], [2.57762, -4.60878, 4.24162], [1.34339, -3.35937, 4.29261], [4.05180, -3.03863, 2.94002], [2.56940, -3.44318, 2.08343], [3.37320, -0.91020, 2.26265], [-0.69027, -0.95056, 0.94451], [1.52087, 0.87444, -1.36536], [0.64257, 1.93359, -3.41080], [-2.37818, 0.97328, -5.31190], [-1.38566, 0.18142, -5.71657], [-3.32950, 0.16917, -4.81872], [-2.90172, 1.54192, -6.40848]], "atomic_forces_ev_per_a": [[-0.20, 0.37, 0.07], [0.06, 0.03, 0.00], [-0.01, -0.07, 0.07], [-0.03, -0.04, -0.07], [-0.07, -0.25, 0.00], [0.44, 0.17, -0.22], [-0.17, 0.05, 0.07], [-0.17, -0.08, 0.03], [0.04, 0.01, 0.01], [-0.11, -0.24, 0.02], [0.03, 0.14, -0.16], [-0.29, -0.02, -0.09], [0.18, -0.04, 0.12], [-0.02, 0.23, -0.36], [0.10, -0.01, 0.06], [0.12, -0.05, 0.07], [-0.03, -0.02, 0.01], [-0.07, -0.06, 0.09], [-0.22, -0.23, 0.28], [-0.42, -0.17, 0.12], [0.32, 0.24, -0.27], [-0.06, -0.16, 0.29], [-0.01, 0.07, -0.09], [0.11, 0.04, -0.03], [-0.10, -0.05, 0.03], [0.22, -0.08, -0.06], [-0.02, 0.02, -0.03], [-0.18, 0.07, 0.10], [0.30, 0.00, -0.05], [-0.12, 0.03, -0.02], [-0.08, 0.03, 0.01], [0.09, 0.04, 0.03], [0.12, 0.02, -0.02], [0.05, -0.01, 0.06], [-0.02, -0.06, 0.05], [-0.13, -0.01, 0.01], [-0.10, -0.06, 0.01], [0.08, -0.04, -0.03], [0.10, 0.04, -0.04], [-0.11, -0.08, 0.14], [0.19, 0.08, -0.06], [0.02, 0.00, 0.00], [0.05, 0.04, -0.02], [-0.16, -0.22, -0.42], [0.33, 0.07, 0.09], [-0.04, -0.03, 0.28], [-0.02, 0.30, -0.07]], "lowdin_charge": [-0.009, 0.099, 0.102, 0.104, -0.017, -0.422, 0.147, -0.289, 0.049, 0.117, -0.131, 0.009, 0.011, -0.221, -0.013, -0.020, 0.112, 0.109, 0.130, -0.521, 0.071, 0.091, 0.140, -0.309, -0.146, -0.204, -0.199, -0.199, -0.149, 0.117, 0.115, 0.112, 0.108, 0.106, 0.106, 0.108, 0.104, 0.117, 0.116, 0.145, 0.138, 0.101, 0.122, -0.558, 0.179, 0.158, 0.163], "lumo_energy_ha": 0.0177, "total_energy_ha": -1370.54273, "homo_energy_ev": -8.380, "relative_energy_kcal_mol": 0.0}



{"formula": "C6H21NO5", "method": "ωB97M-V with the def2-TZVPD basis set", "symbols": ["C", "O", "C", "C", "N", "C", "C", "O", "C", "H", "H", "H", "H", "H", "H", "H", "H", "H", "H", "H", "H", "H", "H", "H", "O", "H", "H", "O", "H", "H", "O", "H", "H"], "positions_angstrom": [[1.62138, -2.72884, 0.54568], [0.68906, -1.88929, -0.12979], [0.62336, -0.58362, 0.40122], [-0.67091, 0.11819, -0.00366], [-1.07009, 1.11262, 0.97680], [-0.46575, 2.42195, 0.68119], [-0.81657, 3.44047, 1.72892], [-2.21482, 3.63054, 1.66864], [-2.78375, 4.20998, 2.81512], [1.39914, -2.85017, 1.60867], [2.60918, -2.27879, 0.41989], [1.53249, -3.69527, 0.05648], [1.51644, 0.01109, 0.17779], [0.58755, -0.66432, 1.49504], [-1.38615, -0.70352, -0.09110], [-0.61229, 0.56982, -1.00176], [-2.05536, 1.34712, 0.86969], [-0.83333, 2.80802, -0.28131], [0.61681, 2.28294, 0.61458], [-0.24752, 4.37381, 1.61720], [-0.54523, 3.13243, 2.74876], [-3.83835, 4.39735, 2.61998], [-2.21526, 5.10538, 3.07871], [-2.80860, 3.52479, 3.67394], [0.96000, -0.06014, -3.81041], [1.19305, -0.93343, -3.41577], [0.39652, -0.27751, -4.55740], [1.69424, -5.41384, -2.42068], [1.21447, -6.01727, -1.84196], [2.31095, -5.97314, -2.90676], [1.24685, -2.57129, -2.76046], [1.38138, -3.53248, -2.72615], [0.97111, -2.31359, -1.85110]], "atomic_forces_ev_per_a": [[-0.18, 0.50, -0.49], [-0.25, -0.20, 0.04], [-0.03, 0.54, 1.00], [0.00, -0.50, -0.66], [-0.43, 0.87, 0.05], [0.49, -0.32, -0.01], [0.13, 0.06, 0.99], [-0.25, -0.09, -0.37], [0.04, -0.29, 0.23], [-0.16, 0.20, 0.01], [0.22, -0.40, 0.11], [0.34, -0.06, 0.00], [0.10, -0.18, -0.32], [-0.03, 0.03, 0.03], [-0.31, 0.26, 0.26], [0.25, -0.17, -0.12], [-0.06, -0.73, 0.20], [0.22, -0.02, -0.06], [-0.02, 0.26, 0.01], [-0.27, 0.16, -0.50], [-0.02, -0.52, -0.14], [0.14, 0.43, -0.28], [-0.35, 0.21, 0.17], [0.46, -0.07, -0.05], [0.19, -0.30, 0.34], [-0.20, 0.52, -0.56], [0.01, -0.05, 0.04], [0.05, -0.28, 0.07], [-0.01, 0.10, -0.08], [-0.03, 0.12, 0.01], [-0.13, -0.21, 0.63], [0.01, 0.27, -0.09], [0.11, -0.14, -0.47]], "lowdin_charge": [-0.078, -0.238, -0.218, -0.205, -0.061, -0.210, -0.242, -0.198, -0.114, 0.091, 0.099, 0.080, 0.126, 0.121, 0.126, 0.117, 0.107, 0.127, 0.121, 0.123, 0.123, 0.086, 0.088, 0.089, -0.094, -0.013, 0.022, -0.042, 0.055, 0.058, -0.077, 0.008, 0.024], "lumo_energy_ha": 0.0118, "total_energy_ha": -672.10757, "homo_energy_ev": -9.005, "relative_energy_kcal_mol": 70.7}



- Number 2 is which compound?
  C17H21F3N2O4